{"formula": "C76H186N14O14", "method": "wB97M-V/def2-TZVPD", "homo_lumo_gap_ev": 8.45, "e_tot_ha": -4826.688622, "relative_energy_kcal_mol": 91.3, "homo_energy_ev": -7.87, "species": ["C", "C", "C", "C", "C", "C", "N", "O", "C", "C", "C", "H", "H", "H", "H", "H", "H", "H", "H", "H", "H", "H", "H", "H", "H", "H", "H", "H", "H", "H", "C", "C", "C", "C", "C", "C", "N", "O", "C", "C", "C", "H", "H", "H", "H", "H", "H", "H", "H", "H", "H", "H", "H", "H", "H", "H", "H", "H", "H", "H", "C", "C", "C", "C", "C", "C", "N", "O", "C", "C", "C", "H", "H", "H", "H", "H", "H", "H", "H", "H", "H", "H", "H", "H", "H", "H", "H", "H", "H", "H", "C", "C", "C", "C", "C", "C", "N", "O", "C", "C", "C", "H", "H", "H", "H", "H", "H", "H", "H", "H", "H", "H", "H", "H", "H", "H", "H", "H", "H", "H", "C", "C", "C", "O", "C", "N", "H", "H", "H", "H", "H", "H", "H", "H", "H", "H", "H", "C", "C", "C", "O", "C", "N", "H", "H", "H", "H", "H", "H", "H", "H", "H", "H", "H", "C", "C", "C", "O", "C", "N", "H", "H", "H", "H", "H", "H", "H", "H", "H", "H", "H", "C", "C", "C", "O", "C", "N", "H", "H", "H", "H", "H", "H", "H", "H", "H", "H", "H", "C", "C", "C", "O", "C", "N", "H", "H", "H", "H", "H", "H", "H", "H", "H", "H", "H", "C", "C", "C", "O", "C", "N", "H", "H", "H", "H", "H", "H", "H", "H", "H", "H", "H", "C", "C", "C", "O", "C", "N", "H", "H", "H", "H", "H", "H", "H", "H", "H", "H", "H", "C", "C", "C", "O", "C", "N", "H", "H", "H", "H", "H", "H", "H", "H", "H", "H", "H", "C", "C", "C", "O", "C", "N", "H", "H", "H", "H", "H", "H", "H", "H", "H", "H", "H", "C", "C", "C", "O", "C", "N", "H", "H", "H", "H", "H", "H", "H", "H", "H", "H", "H"], "xyz": [[1.805423, 3.463163, 2.316517], [2.708093, 3.251313, 3.528527], [2.421813, 4.501013, 4.484597], [2.629983, 4.225273, 6.002687], [1.903743, 2.905143, 6.373997], [2.330343, 1.647653, 5.519677], [2.214813, 1.976193, 4.105517], [2.542433, 0.857183, 3.303017], [3.753083, 1.301773, 5.959977], [1.347393, 0.481073, 5.838867], [4.222053, 3.276583, 3.138977], [0.742353, 3.408023, 2.550907], [2.093423, 2.794253, 1.505517], [1.994783, 4.495203, 2.021337], [3.159603, 5.237763, 4.166827], [1.461993, 4.984723, 4.303347], [2.312233, 5.060473, 6.626847], [3.690033, 4.077203, 6.208777], [0.821543, 2.984913, 6.476957], [2.271453, 2.772333, 7.391467], [4.198473, 0.433513, 5.474327], [4.493533, 2.099553, 6.018087], [3.716493, 1.087553, 7.028097], [1.708343, -0.432617, 5.366657], [1.370343, 0.387983, 6.924647], [0.328723, 0.746903, 5.556477], [4.708663, 4.144733, 2.694427], [4.488803, 2.468483, 2.457857], [4.755763, 3.017483, 4.053367], [1.727793, 0.361603, 3.191847], [-7.494347, 1.323233, 0.791657], [-6.313817, 2.280343, 0.599327], [-5.013877, 1.700473, 1.246507], [-4.335857, 0.592983, 0.450137], [-4.137987, 1.001613, -0.971233], [-5.388097, 1.553003, -1.708733], [-6.045067, 2.583983, -0.814353], [-7.056177, 3.264353, -1.513123], [-4.874987, 2.274923, -3.088723], [-6.307157, 0.394753, -2.181143], [-6.622967, 3.566103, 1.349557], [-7.799657, 1.227653, 1.833657], [-7.179897, 0.323193, 0.493087], [-8.305397, 1.553203, 0.100717], [-4.239217, 2.466973, 1.224277], [-5.176617, 1.410023, 2.284417], [-5.016577, -0.258237, 0.462627], [-3.469117, 0.257193, 1.019447], [-3.733727, 0.120903, -1.470253], [-3.362057, 1.766983, -0.986643], [-5.679087, 2.539433, -3.775423], [-4.481397, 3.284243, -2.968493], [-4.173887, 1.596863, -3.575343], [-5.957237, -0.000947, -3.134603], [-6.313807, -0.429097, -1.467483], [-7.315437, 0.763823, -2.368943], [-6.797397, 3.335443, 2.400497], [-7.530137, 4.018173, 0.948587], [-5.745237, 4.196353, 1.492637], [-6.517387, 3.928523, -1.949213], [-4.356887, -6.614217, -3.019873], [-3.307717, -5.472077, -3.279833], [-3.945077, -4.517217, -4.381163], [-3.197617, -3.179077, -4.583083], [-3.100657, -2.422137, -3.167253], [-2.430277, -3.301777, -2.020433], [-3.017657, -4.686447, -2.058093], [-2.623407, -5.455727, -0.968243], [-0.915297, -3.252877, -2.113123], [-2.864557, -2.555027, -0.773893], [-2.012017, -6.084307, -3.902373], [-3.889537, -7.422467, -2.457363], [-4.610607, -7.089697, -3.967313], [-5.279187, -6.274307, -2.548783], [-4.064877, -5.003387, -5.349353], [-4.970447, -4.254657, -4.120833], [-3.783507, -2.513407, -5.216903], [-2.208847, -3.336697, -5.013883], [-4.048497, -1.960787, -2.890013], [-2.460597, -1.607887, -3.506983], [-0.506857, -2.242347, -2.123453], [-0.476977, -3.787727, -1.270553], [-0.642127, -3.831517, -2.995543], [-3.923187, -2.431467, -0.545543], [-2.423207, -3.046967, 0.092877], [-2.552557, -1.511457, -0.815553], [-2.370437, -6.794317, -4.647703], [-1.448607, -6.599627, -3.124483], [-1.406317, -5.286107, -4.331443], [-3.422477, -5.575037, -0.449743], [4.507053, 2.423483, -0.786903], [5.655403, 1.350403, -0.614863], [6.894603, 2.092773, -1.147033], [8.170543, 1.280563, -0.853013], [8.171523, 1.174913, 0.687687], [6.980193, 0.443333, 1.395777], [5.705693, 0.934363, 0.842457], [4.624743, 0.195743, 1.289017], [7.235123, -1.076887, 1.227427], [7.101253, 0.843943, 2.870817], [5.412603, 0.145813, -1.521183], [4.399033, 3.184173, -0.013733], [3.556483, 1.891963, -0.742143], [4.664603, 2.934773, -1.736573], [6.821803, 2.170293, -2.231833], [6.964833, 3.103283, -0.744493], [9.025043, 1.844823, -1.226583], [8.146593, 0.342163, -1.407023], [8.302393, 2.204123, 1.021907], [9.124133, 0.677273, 0.869287], [8.106803, -1.356337, 1.819207], [6.403583, -1.656337, 1.628517], [7.396083, -1.278417, 0.168387], [6.950403, 1.904823, 3.070517], [6.366533, 0.232783, 3.394997], [8.101303, 0.677703, 3.271277], [4.551673, -0.367437, -1.092833], [6.181143, -0.624717, -1.460273], [5.118483, 0.367533, -2.547073], [4.164853, 0.806533, 1.869567], [-1.294937, -6.618587, 1.849907], [-1.375047, -5.114087, 2.019957], [-1.355447, -4.560067, 3.447797], [-1.412807, -3.137907, 3.519397], [-0.944047, -2.591327, 4.770627], [-0.185307, -4.720417, 1.317787], [-2.139497, -7.168917, 2.264587], [-0.382927, -7.116357, 2.179397], [-1.486357, -6.844957, 0.800997], [-2.210687, -4.645157, 1.500437], [-0.471307, -4.953487, 3.949417], [-2.246577, -4.922207, 3.960487], [-0.712817, -1.527337, 4.821247], [0.024413, -3.071797, 4.909677], [-1.596597, -2.887327, 5.592007], [-0.282787, -3.719847, 1.414947], [-0.426987, -4.901987, 0.354087], [3.124883, -0.647077, -8.057423], [2.288293, -0.247277, -6.849623], [2.836533, 0.963173, -6.224363], [4.115053, 0.777023, -5.588693], [4.394913, 1.773583, -4.685683], [0.896283, -0.073457, -7.158283], [2.757703, -1.524737, -8.589413], [4.083523, -1.074647, -7.763673], [3.361713, 0.154133, -8.757463], [2.487973, -1.116967, -6.223633], [2.094323, 1.384713, -5.546473], [2.938033, 1.753693, -6.967913], [4.430413, 2.750993, -5.166813], [5.358713, 1.655213, -4.190533], [3.633703, 1.716823, -3.907583], [0.809253, 0.511453, -7.977063], [0.477153, -0.950637, -7.432103], [-5.535357, -1.715447, 4.503727], [-5.223067, -2.472227, 3.210397], [-6.340747, -2.341527, 2.196387], [-5.895347, -2.931397, 0.924387], [-6.890567, -3.058487, -0.087863], [-3.965157, -2.078037, 2.692477], [-4.758107, -1.878367, 5.250337], [-6.512607, -1.887477, 4.954807], [-5.467567, -0.648857, 4.289547], [-5.031947, -3.499577, 3.520427], [-6.553947, -1.289547, 2.006677], [-7.218277, -2.857987, 2.585367], [-7.848757, -2.592267, 0.141527], [-7.139467, -4.119687, -0.089853], [-6.475017, -2.847027, -1.073093], [-3.252967, -2.597887, 3.185077], [-3.937867, -2.435397, 1.748207], [1.329193, 5.090843, -3.902003], [2.735743, 5.803403, -3.839193], [3.219413, 5.866143, -2.400343], [2.333753, 6.646403, -1.510613], [2.873563, 6.596883, -0.193563], [3.667143, 5.171823, -4.836903], [0.869863, 5.270253, -4.874083], [0.637123, 5.301153, -3.086593], [1.502083, 4.037523, -3.681243], [2.580523, 6.824323, -4.188083], [4.267763, 6.164043, -2.418143], [3.232783, 4.835863, -2.044763], [2.706613, 5.587803, 0.183247], [2.398343, 7.329253, 0.459037], [3.899903, 6.963513, -0.210753], [3.337463, 5.502273, -5.732573], [4.528613, 5.666903, -4.655633], [1.998053, -6.608897, -1.812603], [2.966353, -5.833867, -2.705203], [2.784613, -4.301367, -2.628923], [3.487503, -3.654187, -3.666263], [3.486763, -2.270787, -3.499723], [4.265803, -6.170017, -2.485793], [1.680273, -7.518077, -2.322993], [1.067863, -6.059977, -1.665853], [2.492143, -6.762037, -0.853163], [2.596343, -6.115697, -3.690983], [3.102013, -3.920867, -1.658053], [1.756973, -4.014807, -2.852383], [4.018813, -1.726277, -4.279803], [3.981613, -2.074457, -2.548583], [2.484013, -1.846037, -3.452923], [4.757163, -5.326707, -2.745613], [4.459443, -6.175227, -1.494543], [-2.796147, 0.085963, 6.434317], [-2.693797, 1.513853, 6.031887], [-3.824057, 1.958793, 5.072147], [-3.742727, 3.272493, 4.713077], [-2.484837, 3.766213, 4.177677], [-2.588987, 2.334923, 7.227097], [-2.729767, -0.562437, 5.560667], [-3.712817, -0.272177, 6.902897], [-1.972767, -0.284137, 7.045187], [-1.743427, 1.622913, 5.509397], [-4.789467, 1.720663, 5.518647], [-3.773817, 1.289593, 4.213217], [-2.737577, 4.688233, 3.654127], [-1.968327, 3.048833, 3.539967], [-1.843227, 3.960893, 5.037057], [-2.723537, 3.292343, 6.934967], [-3.435057, 2.194273, 7.760477], [-0.913267, 0.193883, 1.424797], [0.245603, -0.770907, 1.172147], [1.231493, -0.082667, 0.197187], [0.712393, 0.127833, -1.112133], [1.533673, 0.673853, -2.081803], [0.799763, -1.175327, 2.438937], [-0.672147, 1.156593, 1.875507], [-1.734387, -0.236657, 1.997957], [-1.403887, 0.396703, 0.472827], [-0.111627, -1.688777, 0.705237], [2.100083, -0.733567, 0.097317], [1.613273, 0.817893, 0.678157], [1.167563, 0.495243, -3.092823], [2.506903, 0.183223, -2.067663], [1.655263, 1.756373, -2.043443], [0.067703, -1.645457, 2.951937], [1.419453, -1.904247, 2.115257], [-0.929107, 3.351103, -1.877393], [-1.477887, 3.890923, -0.497783], [-0.719547, 5.256643, -0.052523], [-1.270107, 5.510563, 1.325067], [-0.850737, 6.642133, 1.966797], [-2.898687, 4.124913, -0.492243], [0.138663, 3.134743, -1.843803], [-1.137377, 3.960603, -2.756733], [-1.531207, 2.462093, -2.065143], [-1.283167, 3.097373, 0.223657], [-0.836957, 6.073243, -0.764893], [0.332153, 5.015613, 0.102207], [0.209193, 6.795973, 1.764387], [-0.947437, 6.528743, 3.046557], [-1.404607, 7.545973, 1.713017], [-3.100537, 4.422313, 0.451637], [-3.303837, 3.201443, -0.436053], [3.494583, -2.326097, 4.223477], [3.662503, -3.494247, 3.206357], [2.889183, -4.765757, 3.679777], [3.539613, -5.242497, 4.854167], [2.743753, -5.929847, 5.766347], [3.164533, -2.951127, 1.914477], [3.897883, -2.645637, 5.184387], [2.417683, -2.170547, 4.288177], [3.828653, -1.339207, 3.903257], [4.705963, -3.718967, 2.985457], [2.938943, -5.594697, 2.973747], [1.875923, -4.465237, 3.946387], [2.637633, -7.001107, 5.595347], [1.883843, -5.415927, 6.195927], [3.393963, -5.914497, 6.641047], [3.698323, -2.126647, 1.679107], [3.186743, -3.637117, 1.173507], [-0.826317, 2.198363, -5.145333], [-1.738597, 0.938773, -5.167763], [-2.633047, 0.749713, -6.366913], [-3.575667, 1.800143, -6.595703], [-4.604427, 1.538513, -7.589113], [-0.849597, -0.125797, -4.931113], [-1.439427, 3.098753, -5.184043], [-0.129907, 2.304673, -5.977083], [-0.147717, 2.335633, -4.303453], [-2.341257, 1.006593, -4.262053], [-3.150277, -0.206397, -6.286693], [-2.020287, 0.678133, -7.265523], [-5.152867, 0.602273, -7.485333], [-4.323277, 1.681913, -8.632423], [-5.325257, 2.354593, -7.538963], [-0.367207, -0.113337, -4.043843], [-0.113037, -0.054777, -5.618523]], "forces_ev_per_angstrom": [[0.79, 0.78, -0.29], [-0.82, 0.68, 0.12], [1.00, -0.60, 0.51], [-0.64, -1.01, -1.58], [0.83, 0.19, 0.33], [0.11, 1.13, 0.43], [-0.65, 0.78, 0.45], [1.38, 0.93, 0.11], [0.39, -0.57, 1.14], [1.04, 0.91, 0.31], [-0.14, -1.42, 0.67], [0.09, -0.30, 0.11], [-0.24, -0.01, -0.09], [-0.04, 0.12, -0.54], [0.02, 0.18, -0.06], [-0.31, -0.50, -0.04], [-0.20, -0.03, -0.09], [0.09, 0.07, -0.07], [-0.12, 0.19, -0.46], [-0.26, -0.72, 0.22], [-0.13, 0.08, -0.22], [-0.21, 0.34, -0.86], [-0.23, -0.60, 0.19], [-0.28, -0.02, 0.07], [-0.09, -0.36, 0.06], [0.06, -0.07, -0.26], [-0.72, 0.47, 0.15], [-0.21, -0.03, -0.11], [0.29, 0.24, 0.04], [-0.73, -0.70, -0.36], [0.47, -0.86, -0.53], [0.08, -0.04, 0.46], [0.35, 0.30, -1.09], [-2.03, -0.59, 1.11], [0.47, 0.30, -0.39], [0.08, 0.79, -1.00], [2.41, -1.10, -0.42], [-0.36, -0.33, 0.28], [-0.96, -0.05, 1.50], [0.18, 0.38, 0.20], [0.01, -0.17, 0.70], [-0.24, 0.33, -0.05], [0.05, -0.20, -0.04], [-0.23, 0.33, 0.37], [-0.27, 0.62, 0.47], [-0.23, 0.02, 0.00], [-0.01, -0.45, -0.02], [0.14, 0.08, -0.52], [-0.05, 0.17, -0.62], [0.07, -0.33, -0.41], [-0.46, -0.88, -0.06], [0.86, -0.21, 0.71], [-0.04, 0.25, -0.02], [0.20, -0.04, -0.01], [-0.21, 0.01, 0.08], [-0.07, -0.01, 0.20], [-0.49, -0.43, 0.07], [0.35, 0.48, 0.00], [-0.10, 0.49, -0.96], [-0.27, 0.42, -0.09], [1.15, 0.33, -0.09], [0.01, 0.48, -1.11], [0.32, 0.62, 0.51], [-0.86, -0.29, 2.23], [1.29, -1.56, -2.23], [-1.92, 1.08, -1.19], [-1.41, 1.65, -0.75], [0.79, -0.50, 0.11], [-0.04, -0.94, -0.21], [0.06, -0.09, 1.13], [-1.14, 0.15, 0.64], [-0.10, 0.10, 0.41], [-0.08, 0.27, -0.20], [0.15, 0.14, 0.11], [0.37, -0.56, 0.08], [-0.13, -0.08, 0.47], [0.13, -0.14, -0.31], [0.04, 0.21, 0.05], [-0.19, -0.51, 0.16], [0.39, 0.32, 0.89], [-0.11, 0.01, -0.13], [0.04, 0.07, 0.10], [0.38, 0.35, -0.18], [-0.32, -0.67, -0.51], [0.17, 0.24, 0.31], [0.68, -0.08, -0.02], [0.52, -0.03, -0.24], [0.08, -0.09, -0.07], [0.03, -0.26, -0.17], [-0.20, 0.04, 0.15], [-0.11, -1.38, 0.26], [-0.86, 0.98, 0.03], [0.93, -1.13, 0.17], [-1.46, 1.05, 0.52], [0.86, -0.37, -1.22], [1.52, 0.57, -0.66], [2.22, 1.78, -0.98], [-0.33, -0.64, -0.50], [-0.43, 0.65, 0.31], [-0.34, -0.36, 0.06], [-1.19, -0.67, 0.75], [0.74, -0.06, 0.27], [-0.19, 0.09, -0.44], [-0.34, -0.15, -0.14], [-0.53, 0.18, -0.07], [0.08, 0.01, 0.19], [0.23, -0.09, 0.25], [0.01, -0.17, 0.27], [-0.28, 0.03, 0.37], [-0.13, -0.29, 0.92], [0.15, 0.01, -0.21], [-0.15, -0.03, -0.23], [0.02, -0.35, 0.14], [-0.50, 0.02, -0.36], [0.04, 0.20, 0.55], [0.04, -0.57, -0.12], [-0.29, -0.08, 0.01], [0.32, 0.36, -0.31], [0.41, 0.17, 0.04], [-0.60, -0.09, 0.42], [-2.13, -1.04, 0.28], [0.43, -0.33, 0.43], [-0.41, -0.71, 0.27], [0.39, 0.94, -0.34], [0.72, -1.67, -0.09], [0.46, 1.58, 0.02], [-0.13, 0.04, 0.70], [0.11, 0.52, 0.02], [0.63, 0.20, -0.29], [-0.72, -0.48, 0.14], [0.21, 0.10, 0.19], [-0.08, -0.37, 0.24], [-0.70, 0.08, -0.75], [0.24, -0.06, 0.54], [-0.15, 0.12, 0.05], [0.97, 0.76, -0.47], [0.38, -0.06, -0.45], [1.05, -0.74, -0.54], [1.53, -1.95, -1.22], [0.78, 1.73, 1.01], [-0.76, -1.70, -1.45], [0.01, 0.97, 0.65], [-0.39, 0.10, -0.36], [-0.79, 0.24, -0.21], [0.34, 0.50, 0.47], [-0.32, 0.14, -0.08], [-0.79, 0.13, 0.78], [0.01, -0.17, 0.66], [0.16, 0.21, -0.42], [-0.35, 0.23, 0.16], [0.12, -0.50, -0.30], [-0.16, 0.63, 0.35], [-0.04, 0.32, -0.14], [0.01, -0.26, 0.04], [0.14, 0.79, -0.26], [-0.65, -0.83, 1.39], [0.68, -0.60, -1.10], [-0.33, 0.85, 1.04], [0.04, -1.43, 0.74], [0.95, 1.04, -0.84], [-0.04, -0.31, 0.01], [-0.02, -0.34, -0.12], [-0.11, 0.23, -0.10], [-1.16, -0.73, -0.11], [-0.16, 0.16, 0.12], [-0.21, 0.00, -0.16], [0.26, 0.73, -0.13], [-0.16, -0.30, -0.31], [-0.07, 0.50, 0.14], [0.36, 0.31, -0.03], [0.28, 0.12, -0.38], [1.31, -0.04, 0.45], [-2.49, 0.31, -0.48], [-0.58, -0.64, 0.14], [1.45, -0.44, -1.42], [-0.25, 0.49, -0.45], [-0.46, 0.29, 1.79], [-0.13, -0.33, 0.10], [0.15, 0.99, -0.16], [0.18, -0.39, -0.73], [-0.15, 0.37, 0.30], [0.10, 0.72, 0.51], [-0.02, -0.27, 0.34], [0.56, -0.02, 0.38], [-0.64, -0.14, -0.23], [0.42, -0.66, 0.08], [0.07, -0.08, -0.26], [0.57, -0.07, -0.41], [-0.13, 0.61, -0.01], [-4.33, 1.39, -0.71], [-1.25, -0.22, -0.69], [0.93, -0.69, -0.74], [0.26, 0.46, 0.63], [3.63, -0.37, 0.43], [0.42, -0.31, 0.43], [0.01, 0.22, 0.19], [-0.37, -0.42, 0.17], [0.58, 0.17, -0.62], [0.04, 0.12, 0.37], [-0.54, -0.23, 0.76], [0.14, -0.47, -0.20], [0.05, 0.49, 0.20], [-0.39, -0.09, 0.03], [0.99, -0.17, -0.69], [-0.11, -0.48, 0.46], [0.10, -1.99, -0.56], [-0.14, 0.41, 0.09], [1.08, -2.07, 0.43], [0.04, 1.81, -0.71], [-0.97, -0.47, 0.96], [-0.32, 0.52, 0.09], [-0.07, 0.11, -0.40], [-0.29, 0.63, 0.29], [0.12, 0.51, 0.29], [0.10, 0.04, -0.23], [-0.22, 0.53, 0.25], [0.16, -0.15, -0.55], [0.20, -0.19, -0.04], [-0.21, -0.08, -0.28], [0.35, 0.28, -0.14], [0.31, 0.48, -0.08], [-0.20, -0.35, 0.46], [-0.98, -0.37, -0.83], [-1.79, 1.50, -0.83], [1.12, -0.72, 0.32], [-1.79, -0.29, 0.80], [1.00, -0.14, -0.39], [0.97, 0.50, -0.25], [0.56, -0.07, 0.08], [0.22, -0.35, 0.44], [0.16, 0.29, -0.26], [-0.46, 0.15, -0.70], [0.38, -0.21, -0.02], [-0.16, 0.46, -0.13], [-0.53, -0.27, 0.14], [0.42, 0.16, 0.13], [0.14, 0.18, 0.49], [-0.15, 0.03, -0.13], [0.97, -0.59, 0.92], [-1.27, 0.39, 0.95], [2.13, 1.69, -0.85], [-1.33, -2.43, 1.85], [-0.41, -1.39, -2.30], [0.92, 0.92, 0.41], [-0.38, -0.05, -0.03], [-0.17, -0.13, 0.15], [-0.02, 0.52, 0.31], [0.42, -0.46, -0.05], [0.78, 0.12, 0.36], [-0.34, 0.11, 0.20], [0.19, 0.16, -0.21], [0.29, 0.36, 0.05], [-0.11, -0.28, 0.09], [-0.11, 0.15, -0.35], [-0.12, 0.78, 0.26], [-0.50, 0.18, -0.59], [-0.41, -1.24, -0.29], [-0.13, 0.98, -0.68], [1.06, 0.70, 0.28], [-0.19, 0.69, -0.56], [1.59, -0.13, 1.92], [-0.94, -0.61, 0.48], [0.00, 0.36, 0.06], [-0.17, -0.16, 0.36], [0.64, -0.26, -0.17], [0.29, -0.42, 0.90], [-0.46, 0.26, -0.54], [-0.29, -0.13, -0.37], [-0.66, 0.04, -0.66], [-0.64, 0.09, -0.92], [0.13, -0.27, 0.37], [0.21, 0.04, -0.25], [0.20, 0.02, -0.13], [-0.98, 1.50, -0.90], [0.95, 2.54, 2.08], [-0.24, -0.15, -1.31], [-0.74, -0.23, -0.23], [0.28, 1.00, 0.40], [0.58, -3.01, -0.52], [-0.07, 0.30, 0.04], [-0.25, -0.50, -0.53], [-0.48, -0.65, 0.52], [-0.52, 0.20, -0.08], [-0.12, -0.20, 0.26], [0.38, -0.14, -0.22], [0.32, -0.21, 0.32], [1.00, -0.57, -0.10], [-0.11, -0.01, 0.80], [-0.62, 0.31, 0.29], [0.13, -0.23, -0.24]]}